<P>
Formula: C10H31O7
Source: OMol25
Level of theory: wB97M-V/def2-TZVPD

## Properties
Molecular weight = 263.351 g/mol
HOMO energy = -13.1 eV
Lowest unoccupied orbital energy = -2.3 eV
Orbital gap = 10.737 eV

```
! RIJCOSX wB97M-V def2-TZVPD def2/J DEFGRID3
* xyz 1 1
H -0.11119 0.90225 -0.37429
H -2.45319 1.09025 -2.06729
H -2.79119 -3.47675 -1.15429
H -3.50019 -0.57875 1.10571
H 0.08381 -0.01975 4.33471
H 2.40981 -0.31175 3.84971
O -1.39619 2.35825 -0.22829
C -2.16919 -2.16575 0.39771
O 0.52381 0.20925 -0.15829
H 0.14581 2.12325 -3.04029
H -2.13119 -0.06675 -0.19929
H 3.31181 -2.28275 -3.10429
C 1.91081 0.72825 3.89771
H 2.05781 1.15725 4.70271
H -1.60019 2.92825 0.45971
H 2.47281 1.26525 3.03071
H -1.51619 1.68425 3.32571
H -2.07719 -2.74275 1.20071
H -2.31919 2.46425 -3.41129
H -0.56319 3.56025 -1.57429
C 0.47981 0.51525 3.54071
H -2.35819 3.65225 -1.10629
H -3.05919 -1.82775 -1.76729
O -0.79919 -2.13575 0.04971
O 0.42581 -0.50575 2.40071
H 1.31381 -2.28675 -2.48929
H -0.31419 -3.02275 -0.28029
O -0.54419 1.38525 -2.64329
C -2.51219 -0.70175 0.73271
H -4.21019 -2.76975 -0.13529
H 3.25981 0.08025 -3.39129
H 5.65981 -1.07175 -2.00629
C 3.67081 -0.29275 -2.48829
C -1.57919 2.98625 -1.45629
H -0.10319 2.41625 3.65671
H 0.16481 -0.18175 0.70971
O 1.57581 -1.53875 -2.02429
C -3.11219 -2.54275 -0.75229
C 2.97781 -1.65975 -2.31329
H 0.52181 -0.47875 -0.83929
H -1.77519 -0.53675 1.50571
H 0.39881 -1.33975 2.83571
H 3.35281 -2.37675 -1.19229
H 3.45081 0.31225 -1.60029
C -0.32919 1.71025 3.04571
C -1.80919 2.03425 -2.51729
O 5.13781 -0.54075 -2.68929
H -0.17319 1.89225 2.22171
*
```

***

<Q>
Formula: C10H31O7
Source: OMol25
Level of theory: wB97M-V/def2-TZVPD

## Properties
Molecular weight = 263.351 g/mol
HOMO energy = -12.6 eV
Lowest unoccupied orbital energy = -2.5 eV
Orbital gap = 10.178 eV

```
! RIJCOSX wB97M-V def2-TZVPD def2/J DEFGRID3
* xyz 1 1
C -2.50383 -2.72940 0.90342
C -0.14283 -0.76340 -3.07658
H 0.25217 2.44060 3.12442
O 1.62117 2.11960 0.03742
H -3.55483 -3.07640 1.36642
H -1.76383 -3.51440 -0.81158
C 0.58417 1.51460 3.52142
H -1.24083 1.16360 4.46342
H -3.16783 -4.48140 -0.34858
H -1.84383 1.56160 -1.65358
H -0.43383 1.23560 -3.68458
C 3.29517 0.94260 -1.27658
H -0.58983 -2.14040 -4.49658
H 2.82417 -0.02040 -0.75258
O -0.21383 -1.21240 -4.42958
H 4.41417 0.95360 -1.41958
H -0.16583 0.20260 1.30842
H 1.72017 3.30860 -2.31758
H -3.42283 -1.17540 0.36242
O -1.26583 0.51460 2.58442
H 0.96117 -0.49040 -2.98158
C -0.72183 0.64860 3.90542
H 3.46117 3.28760 -2.31758
H 2.62417 0.89660 -2.16958
H -0.40883 -0.24140 4.27442
H -2.14983 0.55660 2.69242
C -2.75483 -3.50840 -0.33858
C -1.24183 -3.06240 1.75942
H 2.42717 1.19060 2.47542
H 2.52817 4.25060 -1.26358
H -3.38883 -3.12140 -1.06658
H -0.25683 -2.93740 1.12642
C -0.94183 0.55860 -2.97858
C 2.81717 2.22860 -0.61158
H -1.90983 0.56560 -3.21958
O 0.33417 -0.23740 0.45942
O -2.50083 -1.38140 0.50542
H -1.20983 -4.12240 1.75942
H 1.29117 2.93960 0.40442
H 1.00417 1.63860 4.44042
O -1.03183 0.95260 -1.64958
C 2.60017 3.39560 -1.66858
H 3.64217 2.52460 0.12842
H 1.17317 0.46960 0.26342
H -0.21383 -0.33840 -0.30158
H -0.63583 -1.47440 -2.60958
O 1.57517 0.70860 2.77842
H -1.47383 -2.74140 2.79942
*
```

***

Most stable structure, least stable structure: <Q>, <P>.

***

<P>
Formula: C3H7O4PS
Source: OMol25
Level of theory: wB97M-V/def2-TZVPD

## Properties
Molecular weight = 170.126 g/mol
HOMO energy (spin up / spin down) = -9.5 / -8.9 eV
Lowest unoccupied orbital energy (spin up / spin down) = -1.4 / -1.0 eV
Orbital gap (spin up / spin down) = 8.167 / 7.916 eV

```
! RIJCOSX wB97M-V def2-TZVPD def2/J DEFGRID3
* xyz 0 1
H -3.41801 -0.57537 -0.08935
C 0.66349 -1.42233 0.93486
H -3.18881 0.76963 -0.99305
S 2.31141 0.03492 -0.17957
O -0.74883 -0.96355 -1.88549
P -1.03058 -0.13503 -0.68260
H 1.61788 2.10528 -1.28037
H 0.99966 -1.77052 -0.06080
H 1.23809 2.25877 0.40220
O 1.61894 -0.47569 1.29566
O 3.74424 0.39341 -0.06252
C -2.67162 0.25624 -0.23607
H 0.46080 -2.09263 1.71071
C 1.63721 1.67488 -0.30389
O -0.54933 -0.80082 0.76380
H -2.68453 0.74281 0.66648
*
```

***

<Q>
Formula: C3H7O4PS
Source: OMol25
Level of theory: wB97M-V/def2-TZVPD

## Properties
Molecular weight = 170.126 g/mol
HOMO energy = -10.3 eV
Lowest unoccupied orbital energy = 0.3 eV
Orbital gap = 10.536 eV

```
! RIJCOSX wB97M-V def2-TZVPD def2/J DEFGRID3
* xyz 0 1
H -1.39178 0.31964 0.95847
H -0.22438 1.47744 1.60319
C 0.74482 -1.42907 -0.66962
H -0.93471 2.69746 -0.38918
O 4.80961 -0.68326 0.22390
P 1.17707 0.16835 0.08014
O 0.91222 1.52159 -0.75585
S 3.81950 0.32928 0.10461
C -0.43829 0.80430 0.72268
H 1.23221 -1.46248 -1.66447
O 2.24914 0.29306 1.33772
O 2.76273 -0.08027 -0.97921
C -0.49258 1.66828 -0.54525
H 0.97306 -2.26395 0.02398
H -0.30877 -1.44683 -0.86891
H -1.15121 1.17522 -1.32482
*
```

***

Most stable structure, least stable structure: <Q>, <P>.

***

<P>
Formula: C4H8ClNO
Source: OMol25
Level of theory: wB97M-V/def2-TZVPD

## Properties
Molecular weight = 121.567 g/mol
HOMO energy = -9.6 eV
Lowest unoccupied orbital energy = 0.7 eV
Orbital gap = 10.278 eV

```
! RIJCOSX wB97M-V def2-TZVPD def2/J DEFGRID3
* xyz 0 1
H 0.23619 -0.07269 -1.45341
H 0.21761 -0.90016 1.34437
Cl -1.51614 1.86684 -1.08678
C 0.26362 -1.37926 0.35394
H 2.01954 0.64640 -2.25560
H -2.58431 -0.00346 0.68407
N 2.00383 0.03881 -0.38950
H 0.70997 -2.34697 0.41161
H -0.79165 -1.52830 0.00165
C 0.82971 -0.33469 -0.58793
H -1.38768 -0.11579 2.10900
H -0.06395 1.76192 0.79693
C -0.88466 1.23385 0.42300
C -1.66704 0.39910 1.06854
O 2.61497 0.73439 -1.41989
*
```

***

<Q>
Formula: C4H8ClNO
Source: OMol25
Level of theory: wB97M-V/def2-TZVPD

## Properties
Molecular weight = 121.567 g/mol
HOMO energy = -9.8 eV
Lowest unoccupied orbital energy = 0.7 eV
Orbital gap = 10.518 eV

```
! RIJCOSX wB97M-V def2-TZVPD def2/J DEFGRID3
* xyz 0 1
N 3.04153 1.79798 -0.78723
C 0.36126 -1.20904 1.93477
H 0.39164 -2.25362 2.29970
C 0.94810 -1.01060 0.54023
H 0.49926 -0.03871 -1.31281
H 0.27403 2.22004 -1.78792
H 0.38440 -1.87078 -1.36781
Cl 4.88025 -0.05790 0.06038
H -0.98167 -0.90999 -0.82932
O 2.12016 -0.90753 0.39900
C 0.10797 -0.93608 -0.76837
H -0.66153 -0.95115 1.82682
H 0.68650 1.95606 -1.05513
C 3.70450 0.99272 -0.31528
H 1.06150 -0.61956 2.59819
*
```

***

<R>
Formula: C4H8ClNO
Source: OMol25
Level of theory: wB97M-V/def2-TZVPD

## Properties
Molecular weight = 121.567 g/mol
HOMO energy = -10.0 eV
Lowest unoccupied orbital energy = 0.9 eV
Orbital gap = 10.892 eV

```
! RIJCOSX wB97M-V def2-TZVPD def2/J DEFGRID3
* xyz 0 1
C -0.64792 -0.46603 0.50949
H 1.83114 1.41010 -0.66752
C 0.00644 0.64282 -1.43567
H -0.21596 -2.36188 1.00525
C 0.92077 1.22678 -0.27375
O -0.73756 -0.43184 -0.91531
H -1.58561 -2.05897 0.29499
H 0.56260 2.08821 0.15824
H 0.52500 0.06201 -2.22786
Cl -1.89561 0.68327 1.28906
H 1.27987 -0.75190 0.39457
C 0.70926 0.09235 0.71453
N -0.97524 -1.70564 1.00378
H 0.94587 0.24046 1.78503
H -0.72305 1.33026 -1.63483
*
```

***

Most stable structure, least stable structure: <R>, <P>.

***

<P>
Formula: C7H11N3O
Source: OMol25
Level of theory: wB97M-V/def2-TZVPD

## Properties
Molecular weight = 153.185 g/mol
HOMO energy (spin up / spin down) = -7.9 / -7.9 eV
Lowest unoccupied orbital energy (spin up / spin down) = -0.6 / -0.6 eV
Orbital gap (spin up / spin down) = 7.320 / 7.322 eV

```
! RIJCOSX wB97M-V def2-TZVPD def2/J DEFGRID3
* xyz 0 1
C 1.30826 0.17318 -1.59445
C -0.97345 1.43112 0.87479
H 1.98463 0.04398 -2.43823
H 0.37330 -0.33917 -1.82703
H 1.10768 1.23874 -1.46213
O 2.04152 1.66042 0.67267
H 2.37242 -1.33476 -0.32840
C 1.94481 -0.34373 -0.34567
H -0.30929 -2.37134 -0.26721
H -2.44578 2.87449 0.12714
C -2.01325 1.89631 0.12208
H -0.85022 -2.57879 1.39468
C 0.11966 -0.73542 1.02882
N -1.67202 -0.26111 -0.42221
N 2.34050 0.44151 0.65837
C -2.41289 0.79238 -0.66636
H -3.20297 0.73754 -1.38877
C -0.04078 -2.19190 0.77068
H -0.33563 1.90495 1.59059
H 0.59355 -0.42481 1.94814
H 0.86735 -2.73032 1.02339
N -0.79741 0.11672 0.52912
*
```

***

<Q>
Formula: C7H11N3O
Source: OMol25
Level of theory: wB97M-V/def2-TZVPD

## Properties
Molecular weight = 153.185 g/mol
HOMO energy = -8.4 eV
Lowest unoccupied orbital energy = 0.4 eV
Orbital gap = 8.804 eV

```
! RIJCOSX wB97M-V def2-TZVPD def2/J DEFGRID3
* xyz 0 1
H 1.14890 -0.98104 -1.64431
H -0.52809 -2.78769 -1.18378
C -0.56074 -1.75118 -0.66501
C 1.08036 2.63256 0.43091
H -3.22617 -2.26151 -0.27145
C 0.34920 0.47980 -0.01695
N 1.27916 1.39390 -0.04490
H 0.08794 2.77925 0.79601
H 2.95200 2.24277 -1.26314
O -2.67303 -0.26509 1.55458
H -2.11277 -3.47109 0.12960
C 0.42781 -0.76578 -0.67983
H 1.08110 3.61005 -0.12918
N -0.77079 0.64610 0.83302
N -1.49810 -1.42573 0.25504
H 3.24956 0.66272 0.01051
C -2.47748 -2.44173 0.46469
H 2.35803 0.25537 -1.66308
H -2.73952 -2.35293 1.52671
H 1.80743 2.78293 1.48349
C 2.48287 1.18641 -0.79381
C -1.71766 -0.16810 0.87085
*
```

***

Most stable structure, least stable structure: <Q>, <P>.